{
  "formula": "C36H78ClN4O",
  "method": "ωB97M-V/def2-TZVPD",
  "elements": ["C", "C", "C", "C", "C", "C", "N", "O", "C", "C", "C", "H", "H", "H", "H", "H", "H", "H", "H", "H", "H", "H", "H", "H", "H", "H", "H", "H", "H", "C", "C", "C", "C", "N", "C", "C", "C", "C", "C", "H", "H", "H", "H", "H", "H", "H", "H", "H", "H", "H", "H", "H", "H", "H", "H", "H", "H", "H", "H", "C", "C", "C", "C", "N", "C", "C", "C", "C", "C", "H", "H", "H", "H", "H", "H", "H", "H", "H", "H", "H", "H", "H", "H", "H", "H", "H", "H", "H", "H", "C", "C", "C", "C", "N", "C", "C", "C", "C", "C", "H", "H", "H", "H", "H", "H", "H", "H", "H", "H", "H", "H", "H", "H", "H", "H", "H", "H", "H", "H", "Cl"],
  "coordinates": [[19.665195, -4.557376, 16.390521], [18.160842, -4.516099, 16.041543], [17.195943, -4.259199, 17.261161], [15.784086, -3.823306, 16.821830], [15.922398, -2.535251, 16.006451], [16.741618, -2.467755, 14.739573], [18.058361, -3.325279, 14.930640], [18.993059, -3.003674, 14.411615], [17.199067, -1.088039, 14.209577], [16.064547, -3.182195, 13.561164], [17.811528, -5.853955, 15.314170], [20.165906, -3.675695, 16.796783], [20.274689, -4.805759, 15.522939], [19.700292, -5.384924, 17.096051], [17.699106, -3.515451, 17.903871], [17.180495, -5.164718, 17.881661], [15.123606, -3.649099, 17.689707], [15.284969, -4.607321, 16.212682], [16.435996, -1.779365, 16.646217], [14.954651, -2.109908, 15.824864], [17.695369, -1.206180, 13.262603], [17.812504, -0.403506, 14.799260], [16.270975, -0.556509, 13.977445], [16.807242, -3.324975, 12.765395], [15.268458, -2.566734, 13.168819], [15.604992, -4.143975, 13.799422], [16.786843, -5.940498, 14.968060], [18.039369, -6.686978, 15.976194], [18.393391, -5.972049, 14.395343], [12.922203, 0.602901, 18.215460], [13.234253, -0.879441, 18.110263], [12.032446, -1.689650, 17.582511], [11.836986, -1.486467, 16.068790], [10.827307, -2.283525, 15.378291], [10.981676, -3.742852, 15.621579], [10.494194, -4.412625, 14.354995], [11.014835, -3.530024, 13.262030], [10.881788, -2.095228, 13.883359], [9.463481, -1.902589, 15.814637], [12.060488, 0.680615, 18.866218], [12.611935, 1.019852, 17.250129], [13.728561, 1.229590, 18.601121], [13.467319, -1.244729, 19.100914], [14.054139, -1.118974, 17.414932], [11.095412, -1.486696, 18.091810], [12.277462, -2.758438, 17.743990], [12.764462, -1.750001, 15.558756], [11.547439, -0.431107, 15.891321], [10.547525, -4.059943, 16.555890], [12.055780, -3.925534, 15.652068], [9.398740, -4.419540, 14.391607], [10.953703, -5.397414, 14.278733], [10.437811, -3.569826, 12.333916], [12.046523, -3.785520, 13.070808], [10.066899, -1.480594, 13.524993], [11.660375, -1.410958, 13.589374], [9.178635, -0.911384, 15.499782], [9.341677, -1.933272, 16.889646], [8.781314, -2.577041, 15.295198], [11.021764, -6.261506, 10.158868], [10.315783, -7.515638, 10.616016], [11.033487, -8.009002, 11.836829], [10.427426, -9.330095, 12.385908], [10.807984, -9.781317, 13.694446], [12.341616, -10.078563, 13.753760], [12.482389, -11.095849, 14.840393], [11.140348, -11.830079, 14.930594], [10.245138, -11.068903, 13.903505], [10.467781, -8.788378, 14.784937], [10.501811, -5.730727, 9.349353], [12.030424, -6.458208, 9.758416], [11.143947, -5.579528, 11.001830], [10.123664, -8.319423, 9.903243], [9.340893, -7.150480, 10.936346], [10.974576, -7.203374, 12.566742], [12.070536, -8.066115, 11.503939], [10.701870, -10.127614, 11.699565], [9.344557, -9.193351, 12.417047], [12.937903, -9.182965, 13.800411], [12.559144, -10.534913, 12.789186], [12.658393, -10.586480, 15.789038], [13.268911, -11.841822, 14.655858], [10.783850, -11.855850, 15.962007], [11.104898, -12.854610, 14.578964], [9.201085, -10.902186, 14.168728], [10.294793, -11.598340, 12.943408], [11.005357, -7.838380, 14.648976], [10.795564, -9.200115, 15.735525], [9.400109, -8.628619, 14.802212], [16.479441, -9.838779, 15.917608], [17.271139, -10.775147, 15.058644], [16.867945, -10.663505, 13.587756], [17.394913, -9.306619, 13.061472], [16.887396, -8.905922, 11.803966], [15.387166, -8.687194, 11.874384], [15.034847, -7.740640, 10.740856], [16.407670, -7.129535, 10.280082], [17.367739, -7.574054, 11.351314], [17.294319, -9.878766, 10.736417], [16.650372, -8.785450, 15.665482], [16.742170, -9.962174, 16.960596], [15.420307, -10.009371, 15.777779], [17.098311, -11.795456, 15.391106], [18.349458, -10.718467, 15.146700], [15.783617, -10.599014, 13.515945], [17.164640, -11.527002, 13.006257], [18.488718, -9.228361, 12.982810], [17.233066, -8.480264, 13.759589], [15.037946, -9.714468, 11.835159], [15.141044, -8.210525, 12.825186], [14.501188, -8.194092, 9.908632], [14.268574, -7.069133, 11.136128], [16.636498, -7.551960, 9.297647], [16.422853, -6.042830, 10.269408], [18.363546, -7.627172, 10.939297], [17.349867, -6.842151, 12.149787], [18.387332, -9.850072, 10.729340], [16.886430, -9.483401, 9.815091], [16.905815, -10.866983, 10.992408], [13.655653, -6.518429, 14.235028]],
  "forces_ev_per_angstrom": [[-0.4118, -0.3240, -0.1309], [0.2124, -0.3830, -0.4201], [0.6168, 0.3158, -0.4804], [0.4464, -0.4254, -0.6889], [1.0620, 1.4462, 1.5892], [0.6331, -0.9548, -1.3295], [-5.4005, -1.2455, 4.5800], [4.7095, 1.3029, -2.9736], [-0.9149, 0.0763, 0.2218], [0.3144, -0.5983, -0.2717], [0.0572, 0.7344, -0.5868], [-0.6971, 0.1284, 0.3116], [-0.1969, -0.3375, -0.0603], [0.4578, 0.0565, 0.1729], [-0.4587, 0.0367, -0.2597], [0.0173, -0.0233, -0.4264], [0.4429, 0.0587, -0.3197], [0.3155, 0.2276, 0.3178], [-0.5371, -0.3828, 0.0864], [-0.4922, 0.2054, -0.5147], [0.2288, -0.1664, -0.3812], [-0.0693, -0.5524, 0.5228], [0.0646, 0.0266, 0.1111], [-0.3006, 0.0240, -0.0156], [-0.1392, 0.3688, -0.0695], [0.1239, -0.0631, 0.2371], [-0.4831, 0.1425, 0.4024], [0.0138, 0.0966, 0.1053], [0.3876, 0.0736, 0.2134], [-0.2079, 0.1099, -0.5347], [-0.5005, -0.0392, -0.6431], [0.1193, -1.1722, -0.5954], [0.9134, 1.4135, 0.6462], [-1.5115, 0.1722, 0.2001], [1.4002, -0.6775, -0.7172], [-0.7059, -0.3290, 0.6340], [-0.5908, 1.6220, 0.0197], [0.6441, -0.3123, -1.2313], [-1.0577, -0.0763, -0.1304], [-0.1277, 0.3343, 0.3093], [0.1602, 0.0292, 0.0937], [-0.0373, -0.2595, 0.0162], [0.2702, -0.2624, 0.1515], [0.0780, 0.3185, 0.4822], [0.0381, 0.1998, 0.3645], [-0.2614, 0.3784, 0.0329], [0.1411, 0.3878, -0.0179], [0.4837, -0.4838, -0.1387], [-0.3066, 0.1154, 0.1839], [0.1697, -0.0491, 0.2602], [0.1424, -0.4760, -0.3332], [-0.3739, -0.1812, 0.1008], [0.1848, -0.1385, 0.1413], [0.3671, 0.0681, -0.1598], [-0.9445, -0.5826, 0.2681], [1.0370, -0.1690, 0.3871], [0.3832, 0.4531, -0.2339], [0.1443, -0.3920, 0.1175], [-0.0960, -0.0037, 0.4044], [0.6491, 0.2288, -1.3600], [-1.1655, 0.5403, 0.4378], [0.0988, -0.5679, 0.6449], [-0.1360, 1.9181, -2.1018], [3.2581, 1.9429, 1.1326], [-0.6353, -0.3474, -1.1240], [0.2333, -0.6506, 0.8418], [-1.1566, 0.3300, -0.4813], [-1.0740, -2.0495, 1.1644], [0.5103, -0.0367, -0.0202], [-0.0353, -0.1795, 0.3163], [-0.2035, -0.0532, 0.2037], [-0.0540, 0.0177, -0.0033], [0.3498, 0.2938, -0.3728], [-0.4573, -0.3265, -0.0462], [0.2082, -0.1128, 0.2594], [0.3044, -0.5303, 0.6358], [-0.3075, -0.0475, -0.1349], [-0.0707, -0.2141, -0.2247], [-0.1062, 0.6281, 0.4375], [-0.1382, -0.0854, -0.1968], [0.3055, -0.2034, -0.0036], [0.0526, 0.6128, 0.0422], [-0.2497, 0.2195, -0.2304], [0.5691, -0.2216, 0.1395], [-0.0590, -0.4924, 0.1029], [-0.1574, 0.0815, 0.3445], [-0.0576, -0.4848, -0.2742], [-0.1073, -0.1443, 0.0065], [-0.3057, -0.0489, -0.0916], [0.3574, 0.7812, 0.2736], [-0.0927, -1.1508, -0.5844], [0.1518, 1.2630, 0.2385], [1.9392, -0.3721, 2.0225], [-0.8924, 1.1552, -1.7081], [0.3421, -0.8184, -0.3837], [-0.3905, 0.1949, -0.2892], [-1.3578, -0.1942, 0.2082], [0.4210, 0.5763, -0.5991], [-0.2100, 0.2147, 0.3832], [-0.0176, -0.1042, 0.1075], [-0.1230, -0.0184, 0.2572], [-0.3383, -0.1214, 0.1320], [-0.3080, -0.2005, -0.0060], [0.3190, 0.5780, 0.1086], [-0.1981, -0.2270, 0.2105], [0.4108, -0.0001, -0.1463], [0.0156, -0.7985, -0.0692], [-0.6995, -0.2833, 0.0881], [-0.8380, 0.2118, -0.1294], [0.1647, -0.1547, 0.1605], [0.3380, -0.4217, -0.1403], [0.5371, 0.5287, 0.0829], [0.1965, 0.4769, 0.1405], [-0.1879, -0.0162, -0.4247], [0.4926, -0.2559, 0.2504], [-0.0675, -0.2637, 0.5483], [-0.2247, -0.3064, -0.1776], [0.0523, -0.4571, -0.2474], [0.1237, 0.2297, -0.2847], [0.0641, 0.0755, -0.0880]],
  "lowdin_charge": [-0.017, -0.343, -0.100, -0.148, -0.146, -0.399, 0.000, 0.256, 0.000, -0.011, -0.023, 0.106, 0.091, 0.106, 0.134, 0.136, 0.125, 0.087, 0.144, 0.086, 0.086, 0.108, 0.107, 0.100, 0.096, 0.046, 0.046, 0.097, 0.084, -0.084, -0.240, -0.165, -0.141, -0.283, -0.111, -0.175, -0.124, -0.065, 0.030, 0.083, 0.072, 0.087, 0.115, 0.081, 0.114, 0.116, 0.123, 0.151, 0.146, 0.122, 0.125, 0.059, 0.124, 0.098, 0.134, 0.126, 0.118, 0.112, 0.117, -0.094, -0.261, -0.195, -0.132, -0.298, -0.090, -0.158, -0.101, -0.127, 0.059, 0.091, 0.074, 0.058, 0.127, 0.116, 0.081, 0.098, 0.140, 0.153, 0.060, 0.134, 0.116, 0.130, 0.123, 0.119, 0.153, 0.146, 0.059, 0.113, 0.115, -0.087, -0.242, -0.145, -0.166, -0.305, -0.115, -0.129, -0.115, -0.121, 0.072, 0.051, 0.087, 0.066, 0.118, 0.118, 0.094, 0.117, 0.157, 0.114, 0.122, 0.049, 0.116, 0.082, 0.118, 0.123, 0.143, 0.130, 0.130, 0.107, 0.115, -0.332],
  "energy_ha": -2171.9636,
  "lumo_ev": -8.404,
  "charge": 3
}